No. 1
Formula: C24H26HgN4Si
Source: the Open Molecules 2025 dataset
Level of theory: ωB97M-V/def2-TZVPD

The geometry in XYZ format:
```
56
Properties=species:S:1:pos:R:3:forces:R:3:nbo_charge:R:1
C 1.197 3.388 0.811 -1.268 -0.122 0.356 -0.3133
C 0.116 3.541 -0.115 -0.369 -0.153 0.996 -0.3392
C -1.098 3.493 0.619 0.869 -0.048 -0.471 -0.3452
H 0.213 3.670 -1.181 -0.045 0.025 -0.099 0.1934
C -0.779 3.313 1.990 0.614 -0.149 -0.391 -0.3360
C 0.641 3.244 2.102 -0.347 -0.023 -0.396 -0.3801
H 1.183 3.122 3.028 0.144 0.027 0.072 0.1810
H 2.238 3.373 0.565 0.450 0.029 -0.079 0.1885
H -2.084 3.589 0.188 -0.061 0.025 0.064 0.1921
H -1.494 3.295 2.802 -0.040 0.064 0.070 0.1717
Hg -0.712 -1.561 0.993 -0.197 1.122 -1.544 1.2493
C -1.417 -1.951 -2.888 -1.646 -1.207 -0.872 -1.1357
H -2.417 -1.554 -2.764 -0.574 -0.006 -0.701 0.2332
H -1.372 -3.016 -2.514 -0.083 1.468 -0.492 0.2346
H -1.072 -1.903 -3.911 -0.518 -0.287 -0.857 0.2439
Si -0.280 -0.788 -2.103 2.365 -0.873 -0.264 1.3457
C 1.592 -0.700 -2.143 0.462 0.825 -1.186 -0.4846
C 2.176 0.534 -1.862 0.603 -0.205 -0.588 -0.1595
H 1.551 1.339 -1.497 0.062 0.208 0.078 0.2259
C 3.520 0.756 -2.165 0.510 0.227 -0.059 -0.2340
H 3.937 1.752 -2.018 -0.037 -0.167 0.062 0.2122
C 4.322 -0.243 -2.725 -0.303 -0.279 0.481 -0.2117
H 5.374 -0.065 -2.994 -0.633 0.004 0.183 0.2101
C 3.770 -1.525 -2.879 -0.287 -0.039 -0.174 -0.2291
H 4.395 -2.332 -3.278 -0.290 0.274 0.154 0.2046
C 2.415 -1.761 -2.599 0.328 0.845 -0.216 -0.2078
H 1.972 -2.732 -2.826 0.104 0.199 0.239 0.2145
C -1.054 0.953 -2.476 -1.333 0.488 0.438 -0.3501
C -0.674 1.845 -3.505 0.100 -0.289 -0.018 -0.2415
H 0.310 1.717 -3.978 -0.428 0.090 0.149 0.2155
C -1.522 2.873 -3.955 -0.183 -0.127 0.309 -0.2064
H -1.199 3.567 -4.740 -0.035 -0.434 0.271 0.2127
C -2.791 3.048 -3.380 0.501 -0.259 0.365 -0.2123
H -3.463 3.838 -3.719 0.260 -0.213 0.038 0.2131
C -3.159 2.242 -2.300 0.357 -0.595 0.544 -0.2163
H -4.099 2.412 -1.758 0.356 -0.030 -0.380 0.2110
C -2.305 1.214 -1.840 0.534 0.458 -1.133 -0.2217
H -2.595 0.594 -0.991 -0.132 0.209 -0.148 0.1962
H -0.893 -0.811 -0.689 -0.746 -0.055 2.936 -0.3318
H 0.165 -2.237 -1.707 0.760 -0.779 1.995 -0.3364
N -0.411 -1.380 5.395 -0.238 0.293 -0.615 -0.4924
C -0.658 -0.015 5.471 0.204 -0.539 0.294 -0.0705
C -0.835 0.426 4.199 0.199 -1.399 -0.501 -0.0397
N -0.699 -0.643 3.308 0.171 -1.239 1.860 -0.4985
C -0.462 -1.730 4.087 -0.227 1.697 -0.433 0.2616
C -0.254 -3.073 3.568 0.364 -0.588 -1.001 0.3420
N -0.174 -3.306 2.249 0.131 -0.446 1.439 -0.5863
C 0.114 -4.657 2.090 -0.296 0.465 0.797 -0.0536
C 0.177 -5.243 3.328 0.137 0.381 -0.084 -0.0772
N -0.039 -4.226 4.264 -0.233 0.795 -0.892 -0.4938
H -0.228 -2.028 6.139 -0.002 0.260 0.317 0.4169
H -0.657 0.523 6.407 -0.023 -0.151 -0.106 0.2384
H -1.056 1.420 3.896 0.028 0.492 -0.561 0.2702
H 0.256 -5.079 1.108 -0.050 -0.050 0.127 0.2506
H 0.389 -6.264 3.615 -0.078 0.276 0.004 0.2459
H -0.069 -4.258 5.275 0.091 -0.496 -0.373 0.4301
```
Forces are in eV/Å.

The value obtained for the energy relative to the best compared isomer or geometry (same formula, charge and spin) is 5.887 eV. For the gap between HOMO and LUMO (spin up / spin down), the calculation gives 3.832 / 2.853 eV. As for the total charge: 0. The calculation puts the lowest unoccupied orbital energy (spin up / spin down) at -1.54 / -1.88 eV.


No. 2
Formula: C24H26MnN6S
Source: the Open Molecules 2025 dataset
Level of theory: ωB97M-V/def2-TZVPD

The geometry in XYZ format:
```
58
Properties=species:S:1:pos:R:3:forces:R:3:lowdin_spin:R:1
Mn 8.967 13.228 10.072 -0.005 0.629 -1.020 3.8324
C 10.130 15.423 11.345 0.206 1.317 0.156 0.0099
N 8.752 15.247 10.779 -0.271 0.661 1.654 0.0519
C 7.735 15.208 11.919 -0.128 -0.620 -2.551 0.0053
C 6.816 14.028 11.660 -1.259 1.541 1.454 0.0070
C 5.598 13.984 12.321 -0.838 -0.045 -0.653 -0.0041
C 4.695 12.923 12.126 0.576 2.401 0.993 0.0122
C 5.149 11.883 11.387 2.349 0.145 -0.650 0.0006
C 6.424 11.918 10.831 -0.156 0.728 -0.357 0.0134
N 7.225 13.029 10.908 -0.752 -2.160 -0.188 -0.0231
C 8.373 16.199 9.715 -0.318 -1.733 -1.375 0.0058
C 7.687 15.446 8.523 1.606 -0.778 1.529 0.0101
C 6.794 16.044 7.649 -0.183 0.260 0.611 0.0005
C 6.282 15.224 6.663 -0.025 -0.001 -0.893 0.0077
C 6.797 13.929 6.496 -2.347 0.993 -2.506 0.0006
C 7.620 13.424 7.380 3.098 -1.451 2.606 0.0091
N 8.095 14.142 8.424 -1.089 1.539 -0.272 0.0249
C 11.113 14.996 10.313 1.358 0.859 0.705 0.0036
C 12.334 15.624 10.140 1.834 -1.388 -1.095 -0.0040
C 13.259 15.010 9.206 0.081 1.193 1.582 0.0104
C 12.872 13.934 8.457 -0.885 -0.636 -0.404 -0.0002
C 11.581 13.417 8.671 1.730 1.310 0.333 0.0105
N 10.793 13.900 9.630 -0.643 -0.565 -1.262 -0.0260
H 10.141 14.772 12.217 0.412 -0.101 0.090 0.0022
H 10.467 16.450 11.704 -1.090 -0.966 -0.390 0.0025
H 7.211 16.163 12.049 0.162 -0.331 0.017 0.0008
H 8.269 14.925 12.774 0.742 0.096 1.543 0.0003
H 5.269 14.863 12.851 0.076 0.019 0.278 -0.0006
H 3.709 13.056 12.557 0.008 -0.572 -0.087 0.0005
H 4.642 11.011 11.220 -1.595 -1.936 -0.307 -0.0002
H 6.759 11.080 10.217 0.169 0.376 0.243 0.0010
H 9.270 16.658 9.344 0.426 0.394 -0.269 0.0002
H 7.705 16.939 10.063 -0.556 0.943 0.553 0.0009
H 6.486 17.098 7.809 0.192 -0.915 -0.273 0.0002
H 5.530 15.574 5.955 0.221 0.066 0.218 0.0003
H 6.536 13.326 5.632 -0.296 0.164 0.129 -0.0001
H 8.075 12.427 7.353 -0.529 0.235 -0.378 0.0020
H 12.736 16.416 10.777 -0.634 -0.023 -0.258 -0.0004
H 14.319 15.329 9.134 -0.991 0.183 0.085 0.0004
H 13.551 13.495 7.715 -0.470 0.113 0.336 -0.0002
H 11.235 12.653 8.044 -0.665 -1.210 -0.493 0.0013
C 11.753 7.154 9.233 2.016 1.408 2.747 -0.0001
C 10.689 8.160 9.098 0.586 0.155 0.153 0.0005
C 9.692 8.174 8.181 -0.446 -0.834 -0.698 0.0038
C 8.883 9.291 8.096 -2.545 0.355 -2.282 0.0011
N 8.946 10.347 8.897 1.232 0.027 2.062 0.0188
C 9.819 10.255 9.936 0.270 -0.376 -1.549 0.0110
S 9.847 11.473 11.162 0.646 -1.126 0.588 -0.0066
N 10.737 9.220 9.956 -1.558 0.946 -0.172 0.0025
C 7.735 9.417 7.001 -0.642 -2.584 4.271 0.0000
H 11.788 6.771 10.278 -0.607 -0.297 -0.609 0.0000
H 12.779 7.631 9.280 -1.012 -0.005 -0.606 -0.0001
H 11.822 6.382 8.537 -0.430 -1.197 -1.168 0.0000
H 9.514 7.323 7.518 0.248 0.359 0.180 0.0002
H 11.441 9.209 10.662 0.514 0.137 0.665 -0.0003
H 7.367 10.412 7.113 -0.565 0.421 -0.296 0.0000
H 6.882 8.581 7.264 2.025 2.212 -0.561 0.0000
H 8.096 9.174 6.067 0.748 -0.338 -2.159 0.0000
```
Forces are in eV/Å.

For the gap between HOMO and LUMO (spin up / spin down), the calculation gives 7.600 / 8.163 eV. Its spin multiplicity is 5. As for the total charge: +3. The calculation puts the lowest unoccupied orbital energy (spin up / spin down) at -10.22 / -9.75 eV.


No. 3
Formula: C24H26N2O3
Source: the Open Molecules 2025 dataset
Level of theory: ωB97M-V/def2-TZVPD

The geometry in XYZ format:
```
55
Properties=species:S:1:pos:R:3:forces:R:3:nbo_charge:R:1
C 8.088 1.682 -0.610 -0.041 0.009 0.223 -0.6079
C 7.358 1.948 0.700 -0.328 -0.155 -0.274 -0.4089
C 5.848 1.788 0.546 0.198 0.373 0.268 -0.0623
O 5.580 0.424 0.286 0.083 -0.168 -0.044 -0.4992
C 4.302 0.030 0.072 -0.263 -0.210 -0.072 0.3236
C 4.122 -1.329 -0.199 0.123 0.197 0.035 -0.2552
C 2.866 -1.839 -0.441 -0.059 0.116 -0.021 -0.1688
C 1.761 -0.996 -0.405 0.230 0.204 0.078 0.0742
N 0.462 -1.516 -0.653 0.415 0.192 0.072 -0.4969
C -0.443 -0.916 -1.518 -0.350 -0.041 -0.331 0.7096
O -0.254 0.116 -2.105 0.008 0.073 -0.025 -0.5611
C -1.654 -1.812 -1.603 -0.072 -0.031 0.033 -0.5439
C -1.481 -2.832 -0.464 -0.231 -0.201 -0.139 -0.1344
N -2.327 -2.690 0.703 0.060 -0.109 0.045 -0.4248
C -3.749 -2.791 0.436 0.076 -0.106 0.102 -0.2529
C -4.426 -1.473 0.190 0.048 -0.003 0.128 -0.2084
C -3.882 -0.296 0.496 0.033 -0.200 0.035 -0.0356
C -4.581 0.970 0.210 -0.162 0.116 -0.149 0.0262
C -4.629 2.003 1.141 0.054 -0.065 -0.001 -0.2170
C -5.299 3.179 0.856 -0.020 0.098 0.053 -0.2071
C -5.926 3.347 -0.366 -0.045 0.059 -0.027 -0.2137
C -5.883 2.328 -1.302 -0.095 0.058 -0.051 -0.2071
C -5.219 1.150 -1.016 0.036 -0.014 0.035 -0.2138
C -2.506 -0.218 1.102 -0.002 -0.337 0.053 -0.4535
C -2.054 -1.594 1.610 0.065 0.211 0.085 -0.2217
C -0.017 -2.668 -0.055 -0.265 -0.306 0.001 0.7110
O 0.616 -3.387 0.669 0.003 -0.052 0.086 -0.5496
C 1.926 0.351 -0.127 -0.101 -0.277 -0.026 -0.1262
C 3.190 0.866 0.105 0.324 0.139 0.078 -0.3227
H 7.783 2.398 -1.370 -0.001 0.057 -0.120 0.2002
H 9.163 1.765 -0.470 0.111 -0.007 -0.072 0.2101
H 7.859 0.681 -0.965 0.035 -0.080 -0.098 0.2156
H 7.702 1.245 1.460 -0.009 0.063 0.111 0.2084
H 7.565 2.961 1.048 -0.029 -0.006 0.077 0.2048
H 5.488 2.409 -0.286 -0.026 -0.052 0.070 0.1714
H 5.340 2.102 1.468 -0.020 -0.046 -0.137 0.1764
H 4.991 -1.966 -0.219 0.103 -0.083 -0.003 0.2259
H 2.738 -2.889 -0.649 -0.003 -0.079 -0.006 0.2313
H -2.575 -1.234 -1.528 0.105 0.007 -0.037 0.2579
H -1.647 -2.297 -2.581 0.051 0.034 -0.011 0.2460
H -1.625 -3.859 -0.823 0.120 0.162 -0.019 0.2259
H -3.908 -3.457 -0.416 0.000 -0.038 0.032 0.2068
H -4.217 -3.269 1.309 -0.073 -0.039 -0.146 0.2096
H -5.427 -1.528 -0.215 -0.181 0.111 -0.035 0.2112
H -4.161 1.882 2.107 0.064 -0.010 0.068 0.2066
H -5.332 3.968 1.594 -0.010 0.052 0.054 0.2129
H -6.444 4.268 -0.589 -0.033 0.075 -0.020 0.2134
H -6.366 2.452 -2.261 -0.029 0.014 -0.075 0.2134
H -5.178 0.363 -1.756 0.042 -0.064 -0.051 0.2106
H -2.500 0.488 1.935 0.047 0.056 -0.019 0.2216
H -1.809 0.175 0.355 0.001 0.115 0.039 0.2107
H -0.989 -1.583 1.850 -0.057 -0.001 0.117 0.2117
H -2.600 -1.824 2.530 0.093 0.071 0.034 0.2014
H 1.071 1.007 -0.102 -0.070 0.036 -0.017 0.2224
H 3.290 1.919 0.315 0.045 0.084 0.015 0.2217
```
Forces are in eV/Å.

The value obtained for the energy relative to the best compared isomer or geometry (same formula, charge and spin) is 0.967 eV. For the gap between HOMO and LUMO, the calculation gives 9.169 eV. As for the total charge: 0. The calculation puts the lowest unoccupied orbital energy at 0.75 eV. The SMILES is CCCOc1ccc(N2C(=O)C[C@H](N3CC=C(c4ccccc4)CC3)C2=O)cc1.